Below is the molecule C2H4FP, with properties calculated with ωB97M-V/def2-TZVPD.

As for the charge: 0. The LUMO energy is 1.07 eV. The total energy is -14144.3676 eV. The calculation puts the largest force on an atom at 3.73 eV Å⁻¹. The gap between HOMO and LUMO comes out at 10.99 eV. Its SMILES is FP1CC1. The value obtained for the energy relative to the best compared isomer or geometry (same formula, charge and spin) is 0.0 kcal/mol.

Last column: Mulliken charge in e.
Positions of all 8 atoms, in Å:
P -1.203 -0.719 0.030  0.232
F -1.930 0.764 -0.018  -0.312
C 0.340 -0.145 0.799  -0.631
C 0.325 -0.145 -0.737  -0.429
H 0.824 -0.793 -1.496  0.315
H 0.506 0.962 1.153  0.241
H 0.967 -0.816 1.220  0.366
H 0.171 0.892 -0.952  0.217